# C21H17ClNO8S3

A 2-piece molecular cluster, C21H17ClNO8S3 overall at a distorted geometry (the ωB97M-V functional and the def2-TZVPD basis, OMol25).

XYZ file:
```
51
Properties=species:S:1:pos:R:3:forces:R:3
C 3.69307 -4.07877 1.71953 -0.1642 0.1960 -0.0351
C 4.11212 -3.28184 0.65085 -0.0299 0.0438 0.1883
C 4.04389 -1.88983 0.74498 -0.1723 0.0820 -0.1491
C 3.51256 -1.30075 1.89418 -0.2091 -0.0991 0.0292
S 3.46952 0.49419 2.09677 0.7243 0.1032 -0.4996
C 1.75210 1.11147 1.86452 -0.3344 0.1441 0.3861
C 1.32684 2.24598 2.47147 0.6945 -1.7537 0.1189
S 0.62745 0.26311 0.72627 -1.3840 1.0290 -1.9947
C -0.42029 -0.97922 1.50214 0.2680 -0.3068 0.4995
C -0.18695 -2.35618 1.43819 0.0053 0.1697 0.2486
C -1.12450 -3.22684 2.00633 -0.0045 0.1698 0.0043
C -2.24339 -2.72362 2.67524 0.1868 0.0797 0.0976
C -2.45056 -1.34572 2.75208 0.1303 -0.1543 -0.1473
C -1.57305 -0.48000 2.10916 -0.0266 -0.0856 0.4866
O -0.38932 1.27709 0.46541 0.8345 -0.6915 0.7842
O 1.35630 -0.34455 -0.36142 -0.1254 -0.1075 1.3637
O 3.77848 0.71675 3.49243 -0.2310 0.2268 -0.2413
O 4.31461 1.05674 1.06120 -0.8985 -0.4462 0.9228
C 3.10001 -2.09171 2.96659 -0.1882 -0.0864 -0.0474
C 3.18131 -3.48072 2.87374 0.0838 -0.0074 -0.0535
H 3.74245 -5.16760 1.64544 0.0047 0.3460 0.0198
H 4.47957 -3.74690 -0.26678 -0.0486 0.2079 0.3269
H 4.38502 -1.27098 -0.08141 -0.1775 0.0059 0.1831
H 0.34259 2.67217 2.28425 0.2819 -0.2341 -0.1853
H 1.93276 2.65058 3.28491 0.0665 0.1780 -0.4995
H 0.72186 -2.74632 0.98207 -0.2058 0.1665 -0.0371
H -0.96974 -4.30498 1.94936 0.0046 0.3012 -0.0066
H -2.94000 -3.40079 3.17110 0.1898 0.1213 -0.1918
H -3.27764 -0.92847 3.32538 0.0571 -0.1909 -0.2797
H -1.77979 0.58567 2.10908 0.1942 -0.2019 -0.0189
H 2.70364 -1.63049 3.86853 0.1114 -0.0162 -0.1840
H 2.84083 -4.09686 3.70831 0.1262 0.1901 -0.2465
O -6.26740 3.28765 -3.72789 1.0342 -1.9988 0.3475
N -5.69075 2.19147 -3.52177 -2.7445 0.2095 -0.1021
O -6.32508 1.13855 -3.28181 1.2993 1.7512 -0.4321
C -4.25892 2.16563 -3.54966 1.7503 0.0054 0.2935
C -3.55436 0.98489 -3.26162 -0.4922 0.3569 -0.0467
C -2.16760 1.01322 -3.18400 -0.2151 0.1801 -0.3556
C -1.47351 2.19770 -3.45436 -0.0596 0.1401 0.8439
S 0.34350 2.14783 -3.47239 0.7195 0.5415 3.6803
C 0.78820 2.36702 -1.83717 -3.6603 0.4531 -1.8348
Cl 2.37978 2.41114 -1.38796 2.0585 0.1280 0.5785
O 0.64718 0.80671 -3.91137 0.1046 -0.6161 -1.5585
O 0.77725 3.28809 -4.24132 0.1453 0.1276 -1.6866
C -2.17043 3.39372 -3.65610 -0.2318 -0.4642 -0.2789
C -3.55884 3.36666 -3.74323 -0.2924 -0.1893 0.0429
H -4.10936 0.06630 -3.11483 0.0608 0.0937 0.1182
H -1.63310 0.10290 -2.93396 0.1269 0.1909 -0.1937
H -0.01141 2.27407 -1.12441 0.3862 -0.0141 -0.2971
H -1.64509 4.33731 -3.76066 0.1210 -0.2544 -0.1157
H -4.13179 4.25855 -3.96541 0.1255 -0.0204 0.1551
```
Positions in Å, forces in eV/Å.

For the HOMO energy, the calculation gives -2.2 eV. The total charge is -1. The calculation puts the total energy at -3121.65458 Eh. The value obtained for the HOMO-LUMO gap is 0.1397 Eh.